123
Properties=species:S:1:pos:R:3:forces:R:3:lowdin_charge:R:1 method="wB97M-V/def2-TZVPD" lumo_energy_ev=2.03 charge=-1
In 0.4173 -2.5592 0.6660 1.3311 0.7811 -0.7574 0.710
S -1.7494 -3.5185 1.5521 0.3756 -0.9721 -1.0065 0.576
F -3.6092 -3.0806 3.3454 -1.5821 -0.8374 0.5725 0.149
F -1.6509 -2.5469 3.9615 0.8982 0.2564 0.9407 0.127
F -2.7539 -1.2962 2.6138 0.0205 1.3799 -0.4482 0.138
O -2.7571 -3.6093 0.5132 -0.8350 0.9748 -0.3699 -0.417
O 1.4434 9.8757 -0.5499 0.0932 -0.1952 -0.0279 -0.165
O 6.2353 -6.3419 0.6482 -0.1232 -0.0269 0.1024 -0.163
O -4.4187 -0.3250 -9.1931 0.0785 0.1133 -0.1144 -0.162
O -0.1640 1.2114 3.7617 -1.8569 1.0091 0.4053 0.096
O 3.6121 -4.1937 3.3642 -0.0377 -0.0708 0.3451 -0.079
O 0.9656 0.2311 2.1098 -0.0756 0.1581 -0.7551 -0.021
O -2.6250 0.2334 7.4196 0.1160 0.1107 0.0497 -0.157
O -0.2315 4.0192 1.1316 0.0931 -0.1032 -0.0684 -0.166
O -1.4691 -4.8284 2.1108 0.3806 -0.2889 1.1535 -0.415
O -0.7551 -2.2563 -4.5929 0.0285 0.2235 -0.1992 -0.160
C 2.0791 0.5923 4.1234 -0.0125 -0.4330 -0.4643 0.032
C -0.0010 -0.4637 0.0091 -0.3875 -0.1018 0.9511 -0.246
C -1.8807 4.7841 2.7877 -0.0542 0.1374 -0.1772 -0.074
C -3.7382 -1.1474 -8.2589 0.0804 -0.0972 0.0714 -0.277
C -2.3025 -3.8923 -3.6080 0.1388 -0.0361 0.0028 -0.065
C -3.1565 -2.0197 8.2450 -0.0560 -0.0157 -0.1303 -0.079
C 1.0087 -3.8790 -5.1608 -0.1643 -0.0512 -0.0830 -0.083
C -1.8500 -3.1157 -4.8349 -0.1500 -0.1073 0.1116 -0.294
C 6.3402 -7.4942 -0.1597 0.0323 -0.0665 -0.0661 -0.282
C 2.5444 -4.1951 2.3872 0.1829 0.6648 -0.3970 -0.533
C -3.1526 0.0526 6.1136 -0.0703 0.0563 -0.2133 -0.267
C -0.0869 0.5379 1.1640 0.2544 -1.1036 -1.4968 -0.243
C 1.1388 10.8320 -1.5456 -0.0243 0.1024 -0.0655 -0.284
C 1.2328 10.2796 0.7902 -0.0848 0.0260 0.1029 -0.282
C 7.4769 -8.4233 0.2367 0.1193 0.0905 0.0089 -0.084
C -2.4935 -2.5377 2.9487 0.3893 -0.8848 -0.7556 -0.803
C 1.9609 12.1066 -1.4468 -0.0111 0.0321 0.1507 -0.082
C -3.2459 -0.5151 8.4433 -0.0003 -0.0800 0.0436 -0.293
C 0.8242 0.7266 3.3127 1.3584 -0.6034 0.8133 -0.597
C -0.4401 4.4186 2.4750 -0.0079 0.0060 0.1797 -0.270
C 7.3490 -5.4739 0.6562 0.0741 0.1050 -0.0049 -0.281
C -6.5523 -0.2225 -7.9734 0.0822 -0.0760 0.0915 -0.081
C -4.6157 0.4457 5.9933 -0.0679 -0.0850 0.1442 -0.077
C 0.2946 6.2530 0.2445 -0.0269 0.0412 0.1441 -0.081
C -3.8692 -2.6344 -8.5407 -0.1766 -0.0166 -0.0381 -0.075
C 2.0966 -2.7706 2.1060 -0.8037 -0.5974 0.4487 -0.240
C -0.2109 10.6380 1.1000 -0.0402 0.1091 -0.1389 -0.079
C 3.1007 -4.8635 1.1539 -0.1566 -0.2616 0.2413 -0.073
C 7.6826 -4.8897 -0.7070 -0.0091 -0.1422 -0.1040 -0.081
C -0.5317 4.9814 0.1412 -0.0226 0.0794 -0.0487 -0.280
C 0.4365 -2.8901 -4.1575 0.1086 -0.1169 0.1307 -0.278
C -5.8183 -0.5075 -9.2734 -0.1112 -0.0137 0.0235 -0.290
H -3.5635 -2.8609 -9.5635 0.0565 0.0228 0.0127 0.081
H -2.5569 0.6866 5.4568 0.1251 0.0005 0.1185 0.116
H 8.2239 -5.9741 1.0897 0.0352 -0.0051 -0.0591 0.106
H -2.6887 -0.8610 -8.3246 -0.0319 0.0920 -0.0537 0.121
H 3.2199 -3.8136 4.1622 0.2263 -0.0617 -0.1498 0.074
H 7.4068 -8.6824 1.2940 -0.0428 -0.0218 -0.0082 0.081
H -0.3259 4.4967 -0.8140 0.0159 -0.0996 0.0565 0.120
H -6.1625 0.1883 -10.0398 0.1071 0.0222 -0.0240 0.115
H -4.0612 -0.9156 -7.2385 -0.0269 -0.0478 0.0062 0.106
H -4.2898 -0.2022 8.5696 -0.0267 -0.0597 -0.0168 0.103
H 1.9723 -4.2515 -4.8113 0.0033 0.0274 0.0213 0.074
H 2.4977 -0.3918 3.9470 0.2386 -0.1309 -0.0048 0.067
H 1.7304 12.6700 -0.5410 -0.0287 0.0273 -0.0293 0.064
H -1.6257 -3.7941 -5.6692 -0.0025 -0.0553 0.0388 0.098
H 7.0824 -4.6649 1.3369 -0.1022 -0.0670 0.0352 0.121
H 1.7320 -4.7746 2.8180 -0.3466 -0.1227 -0.1234 0.125
H -4.8973 -2.9806 -8.4196 0.0204 -0.0277 0.0591 0.067
H -3.7201 -2.3478 7.3706 -0.0276 -0.0153 0.0290 0.067
H 8.4537 -7.9648 0.0709 0.0004 -0.0217 -0.0383 0.063
H -3.2092 -4.4569 -3.8322 -0.0109 0.0227 -0.0094 0.075
H 8.0194 -5.6571 -1.4070 0.0517 0.0187 0.0103 0.063
H -1.5444 -4.6014 -3.2735 -0.0336 -0.0309 -0.0003 0.072
H 2.9479 -2.1878 1.7709 0.1720 0.2072 -0.2275 0.053
H 4.0906 -4.4661 0.9628 0.3246 -0.1484 0.0029 0.074
H -3.5606 -2.5399 9.1151 0.0131 0.0165 0.0165 0.072
H -2.5057 -3.2174 -2.7761 -0.0243 -0.0068 -0.0005 0.085
H 0.0920 6.9095 -0.6027 0.0254 -0.0094 -0.0117 0.073
H 0.2801 -3.3648 -3.1848 0.0422 -0.0323 -0.0133 0.073
H 7.4378 -9.3399 -0.3539 -0.0290 -0.0021 0.0069 0.073
H 0.7029 -0.1232 -0.7397 0.3354 -0.1097 -0.1860 0.026
H 6.4187 -7.2163 -1.2177 0.0604 -0.0253 -0.0094 0.108
H 0.0667 6.8101 1.1556 -0.0295 0.0295 -0.0267 0.059
H -1.6031 5.2155 0.1477 0.0069 0.0568 0.0193 0.108
H -4.7687 1.4654 6.3519 0.0283 0.0224 -0.0493 0.078
H -5.2642 -0.2109 6.5771 -0.0201 -0.0273 -0.0576 0.063
H -1.9949 4.9829 3.8539 0.0175 -0.0435 0.0101 0.076
H -0.9834 -0.4488 -0.4527 -0.1984 -0.1276 -0.2940 0.033
H 1.1603 -2.0905 -3.9976 -0.1172 0.1046 0.0022 0.119
H 6.8049 -4.4087 -1.1407 -0.0021 0.0381 0.0463 0.082
H -0.8757 9.8192 0.8216 0.0265 -0.0367 0.0446 0.079
H 5.3917 -8.0198 -0.0458 -0.0448 0.0963 0.0540 0.119
H -6.3016 0.7723 -7.6031 -0.0212 0.0179 -0.0332 0.082
H 0.8305 -3.4976 -0.7960 -0.3917 -0.0224 0.2597 -0.053
H -2.5490 3.9689 2.5078 0.0353 -0.0491 0.0580 0.084
H 2.7787 1.3297 3.7483 0.2822 0.1812 0.1491 0.089
H -0.1541 3.5662 3.0890 0.0185 -0.0919 -0.1242 0.099
H -6.2939 -0.9411 -7.1945 -0.0407 -0.0198 -0.0097 0.067
H -0.5348 11.5265 0.5549 0.0075 0.0298 0.0545 0.065
H -2.2018 5.6771 2.2462 0.0031 0.0306 0.0539 0.061
H 3.1146 -5.9359 1.3080 0.4607 -0.2651 -0.0627 0.077
H 1.3494 10.3431 -2.4971 0.0131 -0.1010 0.0577 0.118
H 8.4800 -4.1510 -0.6157 -0.0147 0.0129 0.0220 0.073
H 1.5261 9.4302 1.4076 0.0667 -0.0653 -0.1252 0.116
H -2.6668 -2.4713 -5.1678 0.0902 0.1031 -0.0160 0.107
H -2.1195 -2.3254 8.1018 0.0098 0.0145 0.0346 0.082
H -0.3289 10.8410 2.1650 0.0114 -0.0259 0.0069 0.076
H 0.0669 11.0614 -1.5420 0.0098 0.0556 0.0218 0.107
H 1.8504 0.7194 5.1670 0.0220 0.2278 0.3064 0.082
H -7.6305 -0.2785 -8.1296 0.0031 0.0156 -0.0236 0.074
H 1.7550 12.7544 -2.2998 0.0031 -0.0237 -0.0181 0.075
H -4.9352 0.3849 4.9525 0.0367 0.0096 -0.0113 0.076
H 1.7876 -2.3700 3.0716 -0.1427 0.3566 0.1022 0.022
H -2.9967 -0.9749 5.7708 -0.0457 -0.0233 0.0483 0.097
H 1.1460 -3.4035 -6.1346 0.0392 0.0201 0.0186 0.076
H 0.0956 1.5264 0.7721 -0.0847 0.5831 0.3845 0.103
H 2.5007 -4.6778 0.2761 -0.3245 0.1319 -0.1474 0.018
H -6.0533 -1.5148 -9.6373 -0.0217 -0.0193 0.0550 0.105
H -3.2446 -3.2041 -7.8521 0.0227 0.0289 0.0051 0.065
H -1.0685 0.4481 1.6005 -0.0933 0.2189 0.5622 0.101
H 0.2380 5.2404 2.7368 -0.0613 0.0643 -0.0192 0.107
H -2.7255 -0.2432 9.3633 0.0441 0.0738 -0.0492 0.114
H 3.0264 11.8738 -1.4310 -0.0023 -0.0151 -0.0466 0.081
H 1.3597 6.0176 0.2590 0.0004 -0.0081 -0.0524 0.084
H 0.3531 -4.7403 -5.3021 0.0379 -0.0308 0.0378 0.063
H 1.9052 11.1051 1.0508 -0.0476 0.0439 0.0051 0.106

52
Properties=species:S:1:pos:R:3:forces:R:3:nbo_charge:R:1 method="wB97M-V/def2-TZVPD" lumo_energy_ev="-2.64 / -2.66" spin_multiplicity=2 de_lowest_kj_mol=343.71 charge=+1
Ti -0.2408 0.2119 1.7112 1.0357 -1.4134 -2.5931 1.071
Si -0.2673 -0.8775 -0.8886 1.5950 5.3055 4.0457 0.928
N 1.6251 -0.4480 2.4035 1.3833 -0.5367 0.4046 -0.853
N -0.9919 -1.2964 2.9432 -0.5842 -1.3690 0.5847 -0.859
C 3.4822 0.5703 -2.0436 -0.1834 -0.2538 0.1108 -0.199
C -2.6576 0.6343 -1.2029 0.0862 0.4472 -0.3731 -0.231
C -1.3536 1.5006 3.1087 0.1640 1.9885 -0.1455 -0.368
C -0.9082 1.1594 -2.7956 -0.2274 0.1414 0.1973 -0.180
C 0.0562 1.7305 3.3084 -0.7829 1.1418 -0.1666 -0.361
C 1.4372 -1.4410 3.5236 0.9630 0.1847 -0.3685 -0.243
C 0.0133 -1.5163 4.0397 -1.0163 -0.4120 0.1028 -0.235
C 2.2322 0.4922 -1.4107 0.1702 -0.0390 -0.2184 -0.237
C 1.5109 -0.7274 -1.3953 0.3925 -0.5660 -0.3775 -0.402
C -1.3241 0.4804 -1.6244 -0.5937 -0.7472 -1.0115 -0.472
C -1.4232 -2.2265 -2.7329 0.0365 -0.5836 -0.3413 -0.709
C -3.1173 2.1506 -3.0407 0.2368 0.0329 0.1448 -0.217
C 2.1131 -1.8725 -1.9567 0.4428 0.6332 -0.1786 -0.240
C -0.4651 2.3639 1.1288 -0.5909 0.4623 0.5937 -0.316
C -3.5369 1.4710 -1.8958 0.0373 -0.1423 0.1570 -0.205
C 0.6040 2.2538 2.0832 -1.0068 0.4053 0.0204 -0.368
C 4.0348 -0.5599 -2.6638 -0.2523 -0.1308 0.3206 -0.198
C -1.6755 1.9170 1.7690 0.4886 0.7974 0.9536 -0.328
C 3.3516 -1.7800 -2.5996 0.3043 -0.0782 0.1157 -0.205
C -1.7958 2.0021 -3.4790 -0.1552 -0.0391 0.2639 -0.200
H 1.6238 2.6009 1.9062 -0.3319 -0.3115 0.1378 0.247
H -1.1469 -2.1691 2.4119 0.2103 0.4310 0.4468 0.403
H -2.6851 1.9697 1.3622 0.4312 -0.2655 -0.0233 0.261
H 2.2502 0.3219 2.6974 -0.7067 -0.5912 -0.0886 0.416
H -1.9227 -1.0465 3.3076 0.7234 -0.2271 0.0608 0.412
H 3.8084 -2.6750 -3.0338 -0.2061 0.3375 0.1243 0.226
H 2.0950 -1.1197 4.3370 -0.1113 -0.4348 0.0058 0.229
H 1.8241 1.3989 -0.9352 0.0532 -0.5626 -0.2855 0.224
H 4.0427 1.5088 -2.0438 -0.2717 -0.2759 -0.0068 0.225
H 5.0160 -0.5034 -3.1478 -0.4673 -0.0008 0.1542 0.229
H 0.1085 1.0319 -3.1907 -0.4427 0.0083 0.2325 0.215
H -0.4116 2.7956 0.1272 0.0277 -0.3144 0.3896 0.266
H -0.1727 -0.7919 4.8428 0.0029 -0.0814 -0.3986 0.221
H -2.0693 1.1944 3.8776 0.3385 0.0583 -0.4027 0.242
H -1.6520 -3.2923 -2.8054 0.1643 0.0189 0.2763 0.238
H -3.0186 0.0944 -0.3260 0.0399 0.0833 -0.1406 0.201
H -0.1703 -2.5164 4.4465 0.2528 0.1945 0.2451 0.222
H 1.6046 -2.8330 -1.8986 0.0657 0.1091 -0.1641 0.209
H -1.4708 2.5458 -4.3663 0.0058 -0.2045 0.2088 0.223
H -3.8135 2.8097 -3.5684 0.3149 -0.2860 0.1553 0.228
H 2.1480 -0.8626 1.6195 -0.3354 -0.0993 0.2568 0.416
H 0.5949 1.6760 4.2594 -0.2482 -0.3245 -0.4602 0.244
H -0.8155 -1.9484 -3.6026 0.0443 0.0988 0.4456 0.241
H -2.3580 -1.6496 -2.7469 0.5288 -0.1144 0.3850 0.246
H -0.5379 -1.8249 0.2733 -0.2306 -0.2112 -0.6684 -0.142
H -4.5621 1.5827 -1.5371 0.2690 -0.0288 -0.1465 0.221
H 1.7678 -2.4233 3.1620 -0.0628 0.2485 0.1690 0.217
H -0.7804 -2.0671 -1.7178 -2.0012 -2.4830 -3.1497 0.048

15
Properties=species:S:1:pos:R:3:forces:R:3:nbo_charge:R:1 method="wB97M-V/def2-TZVPD" lumo_energy_ev="-5.79 / -6.04" de_lowest_kj_mol=583.88 charge=+1
S -3.0145 1.6568 0.0355 0.1279 -0.2151 0.1111 0.247
N 2.2312 1.3478 0.2230 -2.0871 2.1919 2.0886 0.150
N 3.0490 2.1385 -0.1782 1.2681 0.5206 0.1280 -0.244
N 0.5151 -0.1180 0.1640 -1.1189 1.1505 0.5784 -0.077
N 1.8056 0.2113 0.0542 3.0415 -1.7816 -1.6990 -0.110
C -1.8361 0.3359 0.2702 -1.2336 0.2799 -0.8150 -0.735
C -0.4537 0.7145 0.3125 0.9653 -0.1572 0.0802 0.216
C 0.3517 -1.5484 -0.0322 -0.3399 0.4197 3.6969 -0.396
H -2.0107 -0.4658 -0.4251 -0.1410 0.0435 -1.4190 0.290
H -0.7018 -1.7395 -0.0719 -0.1315 -0.6518 0.2217 0.219
H -0.1849 1.7261 0.4839 0.2157 0.9064 -0.0159 0.239
H -2.0828 -0.3217 1.0523 -0.5573 -0.3298 2.1813 0.302
H 0.8003 -1.7131 -0.9125 1.5964 -1.2067 -3.2358 0.240
H 3.2724 2.9362 0.5071 -0.6567 -1.3840 -0.9402 0.399
H 0.9267 -2.0344 0.8093 -0.9489 0.2137 -0.9613 0.262

Going through the records in order, we get E_tot values of -2979.71193; -2027.02733; -735.22936 Ha.
Going through the records in order, we get F_max values of 2.15; 6.86; 3.91 eV Å⁻¹.